Formula: C19H50F2N4O9S2
Source: the OMol25 dataset
Level of theory: ωB97M-V/def2-TZVPD

Last column: Löwdin spin population.
Positions of all 86 atoms, in Å:
O1 27.83 -20.85 15.57  0.000
H1 28.48 -20.40 15.04  0.000
H2 27.10 -20.23 15.56  0.000
H3 27.54 -21.68 15.17  0.000
N1 29.71 -19.91 14.20  0.000
S1 30.00 -20.18 12.52  0.000
O2 29.97 -21.59 12.10  0.000
O3 30.76 -19.21 11.81  0.000
F1 28.57 -19.70 12.07  0.000
S2 31.21 -19.74 14.50  0.000
O4 31.87 -18.49 14.26  0.000
O5 31.92 -20.98 14.23  0.000
F2 31.08 -19.90 16.08  0.000
C1 29.51 -16.14 14.29  0.000
C2 28.19 -16.84 14.03  0.000
O6 28.09 -17.86 14.96  0.000
H4 29.61 -15.80 15.32  0.000
H5 29.77 -15.34 13.60  0.000
H6 30.36 -16.82 14.30  0.000
H7 28.37 -17.30 13.06  0.000
H8 27.26 -16.27 14.04  0.000
H9 28.67 -18.50 14.56  0.000
C3 26.58 -16.22 20.56  0.034
C4 25.43 -16.91 19.86  0.039
C5 25.94 -17.76 18.62  0.004
C6 26.81 -19.02 19.09  0.000
C7 25.99 -19.93 19.97  0.000
C8 25.32 -19.25 21.25  0.040
N2 24.65 -17.96 20.71  0.679
O7 23.82 -17.38 21.57  0.111
C9 24.30 -20.25 21.72  0.010
C10 26.23 -18.95 22.49  0.040
C11 24.37 -15.91 19.21  0.005
H10 27.27 -17.00 20.87  0.000
H11 26.18 -15.67 21.41  0.001
H12 27.02 -15.46 19.90  0.005
H13 25.02 -18.00 18.09  0.001
H14 26.47 -17.10 17.94  0.000
H15 27.84 -18.80 19.40  0.000
H16 27.00 -19.38 18.08  0.000
H17 26.67 -20.73 20.27  -0.001
H18 25.17 -20.31 19.37  0.000
H19 23.99 -19.96 22.73  0.000
H20 23.41 -20.22 21.09  0.000
H21 24.70 -21.25 21.89  0.000
H22 27.21 -18.96 22.01  0.001
H23 26.22 -17.96 22.95  0.001
H24 26.42 -19.78 23.17  0.004
H25 24.84 -14.93 19.21  0.000
H26 23.51 -15.76 19.87  0.000
H27 24.08 -16.11 18.18  0.000
H28 24.41 -17.09 22.28  0.025
C12 25.91 -23.50 11.93  0.000
C13 26.38 -22.42 12.92  0.000
C14 25.15 -21.78 13.65  0.000
O8 25.57 -20.70 14.50  0.000
C15 25.23 -19.43 13.94  0.000
N3 27.36 -22.94 13.88  0.000
H29 26.63 -24.05 11.33  0.000
H30 25.27 -23.04 11.17  0.000
H31 25.39 -24.20 12.58  0.000
H32 26.69 -21.60 12.28  0.000
H33 24.93 -22.51 14.43  0.000
H34 24.22 -21.53 13.13  0.000
H35 24.15 -19.33 13.80  0.000
H36 25.81 -19.02 13.11  0.000
H37 25.55 -18.75 14.72  0.000
H38 28.17 -23.30 13.39  0.000
H39 26.99 -23.83 14.20  0.000
C16 29.15 -22.66 19.87  0.000
C17 29.03 -23.43 18.56  0.000
C18 30.04 -23.25 17.47  0.000
O9 29.82 -24.21 16.36  0.000
C19 30.73 -24.16 15.36  0.000
N4 29.06 -24.82 18.93  0.000
H40 30.17 -22.44 20.19  0.000
H41 28.63 -22.92 20.79  0.000
H42 28.80 -21.67 19.57  0.000
H43 28.09 -23.06 18.17  0.000
H44 31.00 -23.33 17.98  0.000
H45 29.96 -22.22 17.11  0.000
H46 30.62 -25.03 14.71  0.000
H47 31.79 -24.32 15.58  0.000
H48 30.64 -23.32 14.68  0.000
H49 28.28 -24.77 19.57  0.000
H50 29.79 -24.98 19.60  0.000

<S²>: 0.754
Total energy: -71991.07884 eV
Maximum force: 0.1500 hartree/bohr
E_HOMO (alpha / beta): -11.23 / -11.23 eV
Multiplicity: 2
HOMO-LUMO gap (alpha / beta): 8.52 / 4.09 eV
Net charge: +1